56
Properties=species:S:1:pos:R:3:forces:R:3:nbo_charge:R:1 method="wB97M-V/def2-TZVPD" mol_weight_g_mol=535.210 homo_lumo_gap_ev=9.058 de_lowest_ev=0.000 e_tot_ha=-6357.685704 homo_ha=-0.321
Li 1.525065 0.020559 -0.350223 0.4329 0.1569 -0.2272 0.86
N 3.274681 0.422204 0.787252 0.0195 0.0468 0.0531 -0.88
C 4.345363 -0.434905 0.276537 -0.1424 -0.0493 0.0893 -0.23
C 4.376000 -0.325269 -1.235732 -0.0002 0.0243 -0.1260 -0.23
N 3.090439 -0.768635 -1.778253 -0.0882 -0.0814 0.0778 -0.86
H 3.519414 1.401111 0.693539 0.0194 0.0125 0.0411 0.36
H 3.069458 0.249264 1.763506 -0.0274 -0.0712 -0.0158 0.39
H 4.100426 -1.465385 0.549532 0.0200 -0.0018 0.0205 0.19
H 5.331415 -0.218179 0.699659 0.0221 0.0623 -0.0309 0.18
H 5.239083 -0.869054 -1.634236 -0.0155 -0.0441 -0.0020 0.18
H 4.506822 0.723790 -1.515776 0.0047 0.0022 0.0194 0.19
H 3.025457 -1.779725 -1.805669 0.0308 -0.0106 0.0000 0.37
H 2.946617 -0.431539 -2.720811 -0.0482 0.0252 0.0136 0.38
C -1.116534 -4.174947 2.595869 -0.0679 0.0002 0.1008 -0.64
C -0.703284 -2.743434 2.778430 -0.0492 -0.0797 -0.0336 -0.04
C -1.492246 -1.802034 3.421669 -0.0371 -0.0447 0.0287 -0.15
C -1.094859 -0.475176 3.467851 0.0415 0.0597 -0.0272 -0.28
C 0.097382 -0.155623 2.847398 -0.0528 0.0762 -0.0435 0.16
Br 0.636704 1.680539 2.783134 -0.0258 -0.0617 0.0267 0.02
N 0.885578 -1.016047 2.242077 -0.0120 -0.0720 0.1648 -0.48
C 0.483495 -2.287365 2.220331 0.1541 0.0413 -0.1103 0.07
H -1.980299 -4.416721 3.214648 0.0047 0.0012 0.0118 0.21
H -0.309475 -4.860808 2.855276 0.0207 0.0185 0.0112 0.22
H -1.378415 -4.352132 1.551626 0.0223 0.0727 -0.0345 0.26
H -2.433498 -2.094337 3.871831 -0.0063 -0.0172 -0.0090 0.22
H -1.697192 0.285647 3.940897 -0.0002 0.0075 0.0068 0.23
H 1.120572 -2.977559 1.678874 0.0163 0.0139 0.0448 0.20
C -1.938994 2.795105 -3.138083 0.0048 0.0625 -0.0843 -0.64
C -0.541825 2.765429 -2.615541 -0.1398 0.0001 -0.0180 0.17
C 0.478602 3.694601 -2.643680 0.0022 -0.0669 -0.0136 -0.36
C 1.539273 3.093149 -1.939592 0.1851 -0.0537 0.0784 0.14
N 1.196170 1.883741 -1.509114 -0.1592 0.1728 -0.0919 -0.35
N -0.067168 1.707076 -1.947549 0.0457 -0.1592 0.2582 -0.35
C 2.904242 3.641685 -1.673726 0.0189 0.0218 0.0281 -0.63
H -2.058353 3.619909 -3.838320 -0.0143 -0.0063 0.0099 0.23
H -2.665078 2.924252 -2.334043 0.0285 0.0120 0.0350 0.23
H -2.186829 1.868971 -3.657137 0.0233 -0.0078 -0.0073 0.23
H 0.459393 4.665489 -3.109165 0.0064 0.0072 0.0040 0.22
H -0.523406 0.850176 -1.618484 -0.0014 0.0287 -0.0761 0.45
H 2.856600 4.660969 -1.289781 -0.0308 0.0027 -0.0039 0.22
H 3.514777 3.662347 -2.578324 -0.0245 -0.0116 -0.0212 0.22
H 3.419597 3.028219 -0.935503 -0.0133 -0.0129 -0.0097 0.21
Br -6.205337 -2.754845 -0.141122 -0.0436 -0.0429 -0.0060 0.04
C -4.762254 -1.542919 0.070256 0.0375 0.0306 0.0132 -0.08
C -5.024352 -0.257858 0.519360 0.0548 -0.0171 0.0038 -0.24
C -3.963282 0.624207 0.674623 0.0204 -0.0279 -0.0085 -0.23
C -2.668377 0.225377 0.371694 -0.0662 -0.0220 -0.0672 -0.15
C -2.421958 -1.069027 -0.075376 -0.0558 0.0095 0.0215 -0.16
C -3.476455 -1.963036 -0.219003 -0.0023 0.0260 0.0663 -0.21
C -1.007121 -1.534473 -0.369542 0.2067 0.3691 0.0191 0.79
O -0.760966 -2.734846 -0.352658 -0.0338 -0.2556 -0.1161 -0.69
O -0.167581 -0.590988 -0.580187 -0.2932 -0.1645 -0.0512 -0.89
H -6.037543 0.042257 0.746710 -0.0080 0.0090 0.0003 0.23
H -4.153799 1.626374 1.037151 0.0045 0.0121 -0.0036 0.21
H -1.835967 0.907324 0.491434 0.0058 0.0046 0.0083 0.22
H -3.270163 -2.972915 -0.544530 0.0059 -0.0078 -0.0183 0.25



92
Properties=species:S:1:pos:R:3:forces:R:3:mulliken_charge:R:1 method="wB97M-V/def2-TZVPD" s_squared=0.751 mol_weight_g_mol=939.892 homo_lumo_gap_ev="7.090 / 7.092" spin_multiplicity=2 de_lowest_ev=1.213 e_tot_ha=-3814.279561 homo_ha="-0.255 / -0.255"
Ce -0.098396 0.398480 1.018529 0.4866 -0.8468 -0.1575 0.92
C 3.191809 -0.112400 -4.163248 0.5331 0.0809 -0.3027 -0.90
N 2.150104 -0.395968 -3.217570 -0.3069 0.2041 0.3621 0.32
C 1.399842 -1.526144 -3.164096 -0.3175 -0.2525 0.2185 -1.53
C 0.568567 -1.383348 -2.088846 0.1775 -0.2298 -0.3980 -0.52
N 0.810364 -0.201709 -1.466638 0.3122 0.0930 -0.0727 1.57
C 1.764870 0.384402 -2.175293 0.2041 0.4402 -0.1081 -0.51
P 2.371958 2.100518 -2.042651 -0.4970 -0.3744 0.5993 -0.64
C 0.749274 2.855474 -1.712089 0.2657 -0.1510 -0.1708 -0.55
N -0.184461 2.402348 -0.895968 0.1207 0.0271 -0.1352 1.12
C -1.176948 3.325613 -0.918300 -0.1920 0.3534 -0.2142 -0.74
C -0.840531 4.346299 -1.765291 -0.3909 -0.0415 0.2138 -1.12
N 0.383016 4.038740 -2.272604 -0.0765 -0.4024 0.3366 0.29
C 1.108822 4.791141 -3.257995 0.3818 0.2497 -0.3693 -0.88
C 2.943335 2.091447 -0.310096 -0.1799 0.1331 -0.3895 -0.13
N 2.191717 1.898980 0.759918 0.2320 -0.0569 -0.3659 0.64
C 3.019109 2.058399 1.822360 0.4208 0.1314 0.1712 -0.45
C 4.281537 2.356523 1.388678 -0.1857 -0.0277 0.4153 -0.92
N 4.224262 2.383910 0.032747 -0.4762 -0.1032 0.1504 0.26
C 5.322991 2.623362 -0.860884 0.3692 0.0630 -0.4346 -0.93
H 2.985354 -0.618046 -5.105854 -0.0517 0.0526 0.0666 0.35
H 4.157868 -0.457445 -3.786520 -0.0372 -0.0047 -0.0425 0.29
H 3.251553 0.963942 -4.333711 -0.0084 -0.1718 -0.0666 0.34
H 1.523284 -2.318350 -3.872662 -0.0305 -0.1775 -0.1483 0.66
H -0.209138 -2.043125 -1.764800 -0.0254 -0.1670 0.1042 0.54
H -2.057244 3.211992 -0.316258 -0.0893 0.0651 0.0555 0.52
H -1.346267 5.254411 -2.025427 -0.1293 0.1142 -0.0772 0.52
H 0.474171 5.593164 -3.630626 0.0246 -0.0525 0.0358 0.34
H 1.387878 4.146517 -4.093686 -0.0404 0.0961 0.0391 0.34
H 2.018127 5.227859 -2.838775 -0.0905 -0.0086 -0.0045 0.30
H 2.677121 1.937233 2.830814 -0.0268 0.0174 0.1693 0.45
H 5.188451 2.546103 1.923925 0.1958 0.0311 0.1076 0.46
H 6.214646 2.842751 -0.277683 -0.0524 -0.0066 -0.0063 0.34
H 5.112896 3.468023 -1.520457 0.0297 -0.0634 0.0789 0.34
H 5.512427 1.738507 -1.470197 0.0537 0.0410 0.0277 0.31
C -0.884150 -2.369892 3.600995 0.1252 0.0452 -0.0217 -1.19
N -1.631126 -1.672490 2.557060 -0.1520 -0.1339 -0.0264 0.96
C -2.872770 -1.177264 3.145763 -0.1061 0.0380 -0.0477 -1.06
C -1.956970 -2.592697 1.462555 0.2798 -0.0507 -0.2037 0.01
C -0.710945 -3.193953 0.797321 -0.0550 0.0309 0.2322 -1.55
N 0.359374 -2.215358 0.762145 -0.7985 0.6127 0.1466 1.15
C 1.544464 -2.618725 0.348262 1.1190 -0.3563 -0.2620 0.04
C 2.643036 -1.733997 0.553190 -0.3637 0.1322 0.1747 -0.55
F 2.339402 -0.601688 1.289838 0.4902 -0.7281 -0.4509 0.16
C 3.905389 -1.923653 0.059311 0.0734 0.0578 -0.0323 -0.12
F 4.853954 -0.968602 0.233129 -0.2374 -0.1139 0.0774 -0.34
C 4.232136 -3.080958 -0.630226 -0.2691 -0.0200 -0.0179 -0.74
C 3.214671 -4.011087 -0.795446 0.3442 0.1076 -0.0191 0.26
F 3.494068 -5.143236 -1.477112 -0.1438 0.1550 0.1379 -0.36
C 1.934175 -3.818348 -0.329945 -0.2708 0.1218 0.1728 0.45
F 1.022643 -4.790572 -0.609287 0.1302 0.2153 0.0184 -0.40
H -1.425315 -3.264568 3.950665 0.0221 0.0459 -0.0521 0.36
H -0.747378 -1.694525 4.443069 -0.0013 -0.0124 0.0392 0.25
H 0.098773 -2.652934 3.231052 0.0110 -0.0400 -0.0052 0.19
H -3.448244 -1.990286 3.618037 0.0634 0.0341 -0.0141 0.38
H -3.484869 -0.709726 2.377636 -0.0037 -0.0789 0.0594 0.16
H -2.637925 -0.426253 3.899953 -0.0259 0.0207 0.0434 0.17
H -2.529560 -2.025687 0.720532 -0.0700 -0.0289 0.0842 -0.73
H -2.587360 -3.424778 1.826410 -0.0516 0.1653 -0.0866 0.53
H -0.995320 -3.543690 -0.208272 -0.0728 -0.0284 0.2001 0.46
H -0.379644 -4.080590 1.357675 -0.1603 0.0376 -0.0803 0.46
H 5.216599 -3.252604 -1.022286 0.1839 -0.0262 -0.0532 0.52
N 1.027963 0.549675 5.590869 -0.0301 -0.0118 -0.4361 -0.41
C 0.698791 1.029610 4.359413 0.1279 0.1003 0.8758 1.13
O 0.597207 0.246036 3.385457 -0.0087 0.0994 -0.1417 -0.38
C 0.473755 2.437521 4.239131 0.0757 -0.8735 0.0310 -0.30
C 0.030325 2.792543 2.982865 -0.4028 0.3667 -1.1282 0.75
N -0.314114 2.888044 1.876909 0.0049 0.3437 0.8663 -0.58
C 0.763487 3.347198 5.249555 0.1344 0.4297 0.3831 -0.51
N 1.052970 4.070756 6.099315 0.0107 0.0948 0.2423 -0.57
H 1.311476 -0.410854 5.684050 -0.0209 0.0810 -0.0600 0.25
H 1.154098 1.185630 6.358443 0.0287 -0.0261 0.0530 0.20
C -4.133906 1.153362 -2.933492 0.4828 -0.1264 0.4715 -1.40
S -2.848324 0.339049 -1.869794 -1.7455 -0.0177 -0.9596 1.39
O -1.875865 -0.233852 -2.818363 0.6142 -0.3298 -0.5030 -0.84
C -3.967952 -1.035276 -1.426492 0.1438 0.2802 0.1164 -0.19
C -3.711913 -2.301986 -1.917972 0.3097 0.1796 -0.1585 -0.36
C -4.539973 -3.357214 -1.571807 -0.0244 -0.0174 0.0595 -0.61
C -5.624823 -3.138328 -0.739237 -0.0261 -0.0900 -0.0260 -0.47
C -5.884265 -1.863896 -0.260309 -0.0160 0.0128 0.0362 -0.73
C -5.052533 -0.808212 -0.594370 -0.0391 0.0034 0.0553 -0.31
H -4.595705 0.429760 -3.595734 0.0700 -0.2059 -0.0212 0.42
H -3.632532 1.923867 -3.508687 0.1713 0.1218 -0.0002 0.43
H -4.870690 1.601858 -2.279972 -0.2017 0.1142 0.1559 0.40
H -2.867106 -2.436213 -2.578072 0.1155 -0.0514 -0.0561 0.47
H -4.335431 -4.348163 -1.948611 0.0228 -0.0801 -0.0485 0.43
H -6.273966 -3.958438 -0.467684 -0.0309 -0.0550 0.0169 0.40
H -6.738924 -1.693723 0.377202 -0.0529 0.0470 0.0808 0.43
H -5.251936 0.178564 -0.208456 -0.0525 0.1600 0.0840 0.35
O -4.456031 2.034595 0.933956 -0.5295 0.4433 -0.0358 -0.72
C -3.399897 1.502968 0.992770 -0.3911 0.0681 0.0667 0.78
N -2.373662 0.923675 0.998347 0.5965 -0.3188 0.2789 -0.32



12
Properties=species:S:1:pos:R:3:forces:R:3:nbo_charge:R:1 method="wB97M-V/def2-TZVPD" mol_weight_g_mol=160.998 homo_lumo_gap_ev=7.618 de_lowest_ev=3.597 e_tot_ha=-2842.567420 homo_ha=-0.298
C 0.653668 -2.015905 0.003540 3.8254 0.4646 1.7111 0.10
C -0.211973 -1.222849 -0.604152 -2.7523 0.5357 -1.2059 -0.64
C 1.786952 -0.283781 0.714632 -2.0562 -3.1089 -0.7029 -0.15
C -0.313127 0.090972 -0.088167 1.4367 -0.1833 -0.5778 0.57
C -1.475893 0.960432 -0.158018 -1.9446 1.1102 0.2562 -0.71
O 0.752230 0.618254 0.478391 -1.8405 0.7835 -0.3445 -0.46
Br 3.306757 0.277799 -0.202356 0.7793 0.0615 -0.2710 0.05
H -0.993963 -1.770354 -1.256191 0.8822 1.4768 1.1931 0.26
H 1.890738 -0.328931 1.779798 0.4726 -0.2067 0.3830 0.20
H -2.416354 0.335168 -0.080689 1.0246 0.9366 0.0147 0.26
H -1.508302 1.487334 -1.117955 0.0862 -0.4843 -0.3113 0.27
H -1.470732 1.851858 0.531165 0.0865 -1.3858 -0.1446 0.26



27
Properties=species:S:1:pos:R:3:forces:R:3:nbo_charge:R:1 method="wB97M-V/def2-TZVPD" charge=+1 mol_weight_g_mol=167.232 homo_lumo_gap_ev="9.519 / 9.518" de_lowest_ev=4.523 e_tot_ha=-536.299048 homo_ha="-0.535 / -0.535"
C 2.687161 0.512282 -0.337938 -1.4432 1.1233 -1.4671 0.24
C -2.114720 1.125619 -1.053315 -1.0578 -1.0194 0.6662 0.63
C 1.074779 1.253932 1.287215 2.0711 -1.0746 1.8573 -0.43
C -0.339941 0.801713 1.684971 -2.7798 0.9734 -0.1409 -0.23
C 1.278418 0.884287 -0.226949 -0.5785 2.5049 1.7424 -0.36
C 0.302011 -0.231601 -0.419811 -0.5348 -3.7052 -0.8887 0.18
C 0.994775 -1.555359 0.135837 0.1323 1.8101 1.5232 -0.66
C -0.062996 -0.477308 -1.929787 2.4914 -0.1476 1.3690 -0.63
C -1.892472 -1.025762 0.628570 0.1082 -0.3263 -0.2381 -0.44
N 3.772333 0.370742 -0.646110 1.4962 -0.3672 0.0510 -0.22
N -0.942324 0.043992 0.452408 1.9267 2.3410 -2.1828 -0.34
O -3.061523 0.537615 -1.352833 1.3223 0.6531 0.5624 -0.35
H -1.728743 2.098531 -1.372108 0.4656 -0.0194 0.4609 0.24
H 1.405602 2.290144 1.626227 -0.8561 -1.2167 -0.8191 0.28
H 1.872281 0.558093 1.853929 -1.9501 1.4686 -0.9664 0.24
H -0.348889 0.130320 2.586637 -0.1205 0.5846 -0.9907 0.25
H -1.139666 1.658888 1.849310 1.9374 -1.5330 0.0349 0.23
H 1.037150 1.808010 -0.832514 0.4585 -1.0824 0.2390 0.25
H 0.836181 -2.476246 -0.398147 -0.4284 -0.2064 0.0254 0.25
H 0.911892 -1.605982 1.254260 -0.7436 -0.4985 -0.9426 0.22
H 2.041289 -1.313779 0.134038 0.6099 -0.6324 -0.6459 0.25
H 0.886161 -0.512649 -2.530794 -0.6356 -0.2692 0.7361 0.27
H -0.505042 0.401160 -2.311781 -1.0780 0.7001 -0.7858 0.19
H -0.567486 -1.423249 -2.051483 -0.5600 0.0926 -0.2792 0.24
H -2.448289 -1.182534 -0.317890 0.1557 0.0451 0.7363 0.24
H -1.403824 -1.973413 0.861377 0.0095 0.1311 0.2451 0.24
H -2.544111 -0.697448 1.426679 -0.4185 -0.3296 0.0980 0.23